Entry 1:
{
  "formula": "C6H30O12",
  "method": "ωB97M-V/def2-TZVPD",
  "smiles": "OCCO.OCCO.OCCO.O.O.O.O.O.O",
  "gap_ev": 9.22,
  "total_charge": 0,
  "total_energy_ev": -31276.3861,
  "e_lumo_ev": 0.16,
  "e_above_lowest_kcal_mol": 69.8,
  "symbols": ["O", "C", "C", "O", "H", "H", "H", "H", "H", "H", "O", "C", "C", "O", "H", "H", "H", "H", "H", "H", "O", "C", "C", "O", "H", "H", "H", "H", "H", "H", "O", "H", "H", "O", "H", "H", "O", "H", "H", "O", "H", "H", "O", "H", "H", "O", "H", "H"],
  "positions_angstrom": [[-18.997, 7.008, 1.170], [-19.208, 7.337, 2.503], [-18.886, 8.787, 2.635], [-19.069, 9.082, 4.049], [-18.102, 6.710, 1.119], [-20.254, 7.167, 2.781], [-18.599, 6.877, 3.204], [-19.571, 9.404, 1.982], [-17.837, 9.009, 2.384], [-19.729, 9.775, 4.165], [-21.982, 8.504, 4.253], [-22.875, 7.548, 4.768], [-24.265, 8.126, 4.631], [-24.419, 9.291, 5.392], [-21.789, 9.091, 4.961], [-22.683, 6.701, 4.129], [-22.650, 7.230, 5.786], [-24.975, 7.394, 4.935], [-24.508, 8.444, 3.596], [-24.239, 9.191, 6.291], [-22.463, 12.263, 6.427], [-21.565, 12.769, 7.405], [-21.642, 12.008, 8.761], [-20.787, 12.551, 9.752], [-22.490, 12.818, 5.635], [-20.565, 12.783, 6.971], [-21.985, 13.814, 7.551], [-21.266, 10.991, 8.707], [-22.597, 11.875, 9.209], [-20.960, 12.240, 10.671], [-20.664, 11.170, 4.068], [-20.551, 12.057, 4.333], [-21.476, 11.165, 3.636], [-23.306, 8.807, 7.837], [-23.237, 9.373, 8.589], [-23.352, 7.924, 8.139], [-20.563, 8.470, 9.273], [-20.532, 8.195, 8.339], [-19.763, 8.867, 9.543], [-22.721, 9.387, 10.628], [-21.943, 9.029, 10.228], [-22.736, 8.940, 11.460], [-20.231, 7.282, 7.040], [-19.344, 7.097, 6.769], [-20.497, 8.019, 6.471], [-21.160, 9.701, 6.575], [-21.664, 9.271, 7.281], [-21.464, 10.576, 6.611]],
  "nbo_charge": [-0.71, -0.09, -0.07, -0.78, 0.46, 0.19, 0.16, 0.17, 0.16, 0.50, -0.75, -0.10, -0.08, -0.74, 0.49, 0.18, 0.15, 0.15, 0.18, 0.49, -0.74, -0.09, -0.09, -0.74, 0.48, 0.17, 0.18, 0.17, 0.18, 0.49, -0.93, 0.47, 0.48, -0.96, 0.51, 0.49, -1.01, 0.50, 0.48, -0.99, 0.50, 0.47, -0.96, 0.49, 0.51, -0.99, 0.49, 0.50]
}


Entry 2:
{
  "formula": "C6H31MgN10O10",
  "method": "ωB97M-V/def2-TZVPD",
  "gap_ev": 4.90,
  "total_charge": 1,
  "total_energy_ev": -47544.7061,
  "e_lumo_ev": -5.95,
  "symbols": ["Mg", "C", "O", "H", "H", "H", "C", "O", "N", "N", "H", "H", "H", "H", "C", "O", "N", "N", "H", "H", "H", "H", "C", "O", "N", "N", "H", "H", "H", "H", "C", "O", "N", "N", "H", "H", "H", "H", "C", "O", "N", "N", "H", "H", "H", "H", "O", "H", "H", "O", "H", "H", "O", "H", "H", "O", "H", "H"],
  "positions_angstrom": [[9.839, 8.660, -28.120], [6.747, 8.538, -27.154], [7.922, 8.997, -27.792], [6.563, 7.493, -27.424], [6.777, 8.555, -26.055], [5.998, 9.269, -27.468], [2.444, 8.062, -29.345], [1.592, 7.247, -29.028], [3.596, 8.268, -28.634], [2.347, 8.847, -30.453], [4.195, 9.038, -28.863], [3.808, 7.647, -27.873], [3.147, 9.418, -30.687], [1.441, 8.858, -30.881], [4.823, 13.267, -27.090], [5.623, 14.076, -26.654], [5.168, 12.359, -28.042], [3.486, 13.272, -26.798], [6.145, 12.198, -28.207], [4.440, 11.717, -28.306], [3.074, 12.356, -26.702], [3.129, 13.934, -26.131], [11.302, 9.379, -25.521], [10.391, 9.248, -26.377], [11.957, 10.552, -25.362], [11.648, 8.414, -24.661], [12.777, 10.501, -24.782], [11.897, 11.223, -26.109], [11.256, 7.504, -24.821], [12.215, 8.579, -23.849], [5.647, 10.406, -31.676], [4.585, 10.586, -31.097], [5.945, 11.092, -32.807], [6.708, 9.673, -31.210], [6.748, 10.984, -33.395], [5.240, 11.760, -33.069], [7.608, 9.834, -31.618], [6.627, 9.292, -30.285], [5.498, 11.689, -22.844], [6.029, 12.444, -22.071], [4.149, 11.391, -22.825], [6.097, 11.083, -23.928], [3.774, 10.643, -23.379], [3.482, 11.912, -22.288], [7.032, 11.389, -24.130], [5.725, 10.286, -24.404], [8.177, 11.919, -28.341], [8.988, 11.595, -28.735], [7.661, 11.113, -28.185], [4.536, 6.180, -26.507], [4.294, 5.247, -26.523], [5.494, 6.183, -26.439], [6.571, 6.546, -29.993], [6.504, 7.182, -29.275], [6.457, 5.687, -29.575], [9.577, 6.614, -27.204], [8.685, 6.419, -26.893], [10.112, 5.855, -26.945]],
  "nbo_charge": [1.86, -0.23, -1.15, 0.11, 0.16, 0.19, 0.77, -0.67, -0.89, -0.86, 0.38, 0.42, 0.42, 0.41, 0.76, -0.64, -0.85, -0.85, 0.41, 0.39, 0.37, 0.41, 0.81, -0.87, -0.78, -0.79, 0.41, 0.42, 0.41, 0.42, 0.79, -0.69, -0.84, -0.84, 0.39, 0.42, 0.38, 0.40, 0.78, -0.62, -0.86, -0.87, 0.38, 0.41, 0.40, 0.38, -0.92, 0.44, 0.49, -0.93, 0.49, 0.45, -0.93, 0.46, 0.47, -1.01, 0.52, 0.51]
}


Entry 3:
{
  "formula": "C6H31NO10",
  "method": "ωB97M-V/def2-TZVPD",
  "gap_ev": [1.91, 8.71],
  "spin_multiplicity": 2,
  "total_charge": -1,
  "total_energy_ev": -28687.3461,
  "e_lumo_ev": [2.24, 2.19],
  "e_above_lowest_kcal_mol": 23.1,
  "symbols": ["O", "C", "C", "C", "C", "C", "C", "N", "H", "H", "H", "H", "H", "H", "H", "H", "H", "H", "H", "H", "H", "H", "H", "O", "H", "H", "O", "H", "H", "O", "H", "H", "O", "H", "H", "O", "H", "H", "O", "H", "H", "O", "H", "H", "O", "H", "H", "O"],
  "positions_angstrom": [[4.420, 1.177, 0.234], [3.287, 1.536, 0.201], [2.330, 0.841, 1.079], [0.946, 0.812, 0.390], [0.980, -0.021, -0.969], [0.745, -1.504, -0.682], [-0.755, -1.866, -0.547], [-1.430, -1.856, -1.880], [2.941, 2.389, -0.404], [2.650, -0.183, 1.327], [2.102, 1.390, 2.021], [0.548, 1.857, 0.048], [0.182, 0.300, 1.050], [0.080, 0.369, -1.636], [1.901, 0.184, -1.525], [1.246, -1.804, 0.299], [1.279, -2.138, -1.475], [-1.087, -1.210, 0.187], [-0.886, -2.916, -0.192], [-1.362, -0.935, -2.264], [-1.270, -2.565, -2.533], [-1.396, 2.652, -1.572], [-0.828, 3.103, -3.071], [-0.680, 2.490, -2.391], [3.915, -2.109, -0.246], [4.724, -0.844, 0.173], [4.259, -1.266, -0.565], [-1.754, 1.147, 2.896], [-1.266, 0.033, 3.668], [-1.982, 0.113, 3.043], [0.727, -4.320, 1.511], [1.025, -3.208, 2.514], [0.781, -3.353, 1.627], [-1.713, -1.780, 2.295], [-0.904, -3.100, 1.764], [-1.798, -2.842, 2.056], [1.449, 2.843, -2.001], [2.373, 2.864, -3.218], [2.284, 3.134, -2.254], [-3.305, -1.360, -0.930], [-3.189, -0.630, 0.437], [-3.654, -0.565, -0.463], [-3.177, 0.746, -0.919], [-3.602, 1.858, -2.001], [-2.987, 1.709, -1.246], [-2.351, 3.481, 2.294], [-3.131, 2.737, 1.497], [-2.666, 2.610, 2.369]],
  "nbo_charge": [-0.57, 0.44, -0.60, -0.43, -0.42, -0.47, -0.23, -0.90, 0.15, 0.23, 0.23, 0.19, 0.21, 0.20, 0.21, 0.24, 0.19, 0.18, 0.21, 0.36, 0.37, 0.53, 0.46, -1.01, 0.47, 0.49, -0.97, 0.49, 0.43, -1.03, 0.43, 0.39, -1.32, 0.47, 0.48, -1.04, 0.49, 0.47, -0.96, 0.52, 0.51, -0.96, 0.50, 0.46, -1.05, 0.45, 0.48, -0.97]
}